C9H8MnN2O5S | ωB97M-V with the def2-TZVPD basis set

The geometry in XYZ format:
```
26
Properties=species:S:1:pos:R:3
O -1.81 -3.65 -6.12
C -1.10 -3.88 -5.26
Mn -1.06 -0.22 -1.84
O -3.98 -0.42 -2.52
C -2.87 -0.29 -2.21
C 0.72 -0.67 -1.91
O 1.83 -1.02 -1.98
C -0.81 0.78 -3.36
O -0.64 1.28 -4.39
C -1.28 -1.68 -0.74
O -1.39 -2.67 -0.14
S -1.20 1.41 -0.47
C -0.05 0.92 0.79
N 1.21 1.31 0.71
C 2.06 1.44 1.90
C 1.68 0.42 2.94
C 0.19 0.30 3.14
N -0.51 0.25 1.86
H 1.45 1.87 -0.11
H 1.98 2.45 2.31
H 3.09 1.32 1.56
H 2.14 0.71 3.89
H 2.10 -0.56 2.67
H -0.17 1.15 3.74
H -0.08 -0.61 3.68
H -1.51 0.06 1.86
```

Results
Orbital gap (alpha / beta) = 5.16 / 5.75 eV
LUMO level (alpha / beta) = -8.58 / -12.02 eV
Spin multiplicity = 6
Charge = +2